Computed, not measured: a structure of composition C39H42N5O4RuS in a non-equilibrium geometry, with ωB97M-V with the def2-TZVPD basis set.

XYZ file:
```
92
Properties=species:S:1:pos:R:3:forces:R:3
Ru 0.516 -0.370 0.007 -0.22 0.58 1.05
O -0.758 -2.479 -0.226 -0.45 0.63 1.03
C -0.577 -2.679 -1.636 0.22 -0.49 -0.78
C -1.739 -1.833 -2.221 0.17 0.01 0.33
C -1.727 -0.324 -2.337 -0.46 0.07 -0.45
C -2.425 0.203 -3.424 0.10 0.05 0.26
C -2.525 1.574 -3.567 0.11 -0.04 0.16
C -1.908 2.384 -2.631 0.01 -0.23 -0.04
C -1.205 1.803 -1.579 -0.03 0.39 -0.33
C -0.422 2.679 -0.641 0.00 -0.21 0.25
C -0.904 2.708 0.843 0.08 0.87 -0.36
O -0.462 1.492 1.444 0.44 -0.54 0.64
C -2.422 2.753 0.937 0.05 -0.26 0.12
C -3.079 2.024 1.920 0.20 0.01 -0.12
C -4.451 2.115 2.069 -0.15 -0.06 0.08
C -5.189 2.937 1.238 -0.03 0.04 -0.03
C -4.539 3.683 0.267 -0.07 0.02 -0.02
C -3.166 3.595 0.119 0.04 -0.04 0.09
C -0.297 3.924 1.538 -0.10 0.00 0.03
C 1.068 4.173 1.433 -0.02 0.26 -0.17
C 1.629 5.273 2.054 0.06 0.00 -0.10
C 0.839 6.135 2.794 -0.06 0.04 0.09
C -0.508 5.864 2.951 0.06 0.09 0.09
C -1.073 4.763 2.329 0.03 -0.03 -0.05
N -1.132 0.471 -1.443 0.50 -0.36 0.33
C -0.888 -4.130 -2.007 -0.02 0.00 0.24
C -1.663 -4.920 -1.167 0.04 0.08 0.00
C -1.962 -6.227 -1.516 -0.04 -0.01 0.07
C -1.507 -6.748 -2.713 -0.01 -0.08 -0.04
C -0.764 -5.954 -3.572 -0.01 0.01 0.00
C -0.452 -4.652 -3.218 -0.04 0.00 0.02
C 0.845 -2.297 -2.058 -0.04 0.10 -0.07
C 1.146 -1.145 -2.798 -0.08 -0.22 -0.14
C 2.448 -0.885 -3.212 -0.04 0.01 0.05
C 3.468 -1.765 -2.904 -0.07 0.19 0.00
C 3.181 -2.918 -2.192 -0.14 -0.11 0.13
C 1.888 -3.186 -1.773 0.16 0.14 0.00
H -2.607 -2.089 -1.603 -0.02 -0.12 -0.14
H -1.931 -2.231 -3.219 -0.01 -0.02 0.12
H -2.873 -0.455 -4.152 -0.04 -0.10 -0.01
H -3.056 2.004 -4.402 -0.04 0.03 -0.06
H -1.941 3.456 -2.740 0.03 0.09 0.09
H -0.401 3.697 -1.032 0.01 -0.05 -0.02
H 0.610 2.303 -0.620 -0.06 0.23 -0.01
H -2.502 1.410 2.594 0.04 -0.09 0.07
H -4.941 1.551 2.850 -0.06 -0.04 0.05
H -6.259 3.011 1.355 -0.08 0.01 0.00
H -5.103 4.348 -0.369 -0.05 0.06 -0.07
H -2.673 4.219 -0.609 0.07 0.08 -0.10
H 1.711 3.508 0.878 0.05 -0.11 -0.10
H 2.687 5.462 1.960 0.13 0.02 -0.04
H 1.277 7.011 3.246 0.05 0.09 0.13
H -1.121 6.506 3.565 -0.07 0.07 -0.01
H -2.125 4.571 2.461 -0.08 0.00 0.00
H -2.032 -4.530 -0.230 0.02 0.07 0.07
H -2.549 -6.836 -0.844 -0.02 -0.03 0.02
H -1.729 -7.772 -2.975 -0.03 -0.06 -0.05
H -0.424 -6.353 -4.514 0.07 -0.02 -0.10
H 0.142 -4.043 -3.884 0.09 0.06 -0.11
H 0.363 -0.492 -3.153 0.08 0.02 0.08
H 2.646 0.003 -3.793 0.04 0.06 -0.06
H 4.476 -1.558 -3.228 0.12 -0.02 -0.05
H 3.965 -3.627 -1.976 0.09 -0.09 0.06
H 1.685 -4.102 -1.239 -0.05 -0.04 0.02
N -1.034 -1.162 2.006 0.04 0.18 -0.03
N -0.840 -2.478 2.466 -0.46 0.29 0.23
C 0.013 -3.344 1.865 -0.44 0.19 0.67
O 0.569 -4.246 2.425 0.13 -0.03 -0.17
O 0.252 -3.184 0.535 0.62 -0.44 -1.20
H -0.699 -0.485 2.698 -0.02 -0.29 -0.17
H -2.020 -0.983 1.810 0.26 -0.14 0.06
H -1.010 -2.678 3.448 0.11 0.02 -0.29
C 2.221 -1.072 3.666 0.15 0.02 0.09
N 2.162 -0.850 2.231 -0.13 -0.44 0.10
C 3.113 -1.681 1.511 -0.01 0.09 -0.13
C 1.913 0.452 1.714 -0.59 0.07 -0.99
S 0.801 1.439 2.657 -0.87 -0.36 -0.42
N 2.937 1.239 1.122 0.23 -0.06 -0.26
C 3.273 1.061 -0.274 -0.17 -0.09 0.12
C 4.032 1.658 1.974 -0.13 -0.02 -0.22
H 3.236 -0.898 4.042 0.05 0.02 0.11
H 1.950 -2.105 3.888 -0.03 0.00 0.05
H 1.539 -0.395 4.179 0.03 -0.16 0.04
H 2.991 -2.709 1.854 0.01 -0.04 -0.07
H 4.153 -1.385 1.696 0.03 0.02 -0.07
H 2.907 -1.653 0.434 0.15 0.00 0.19
H 2.363 0.752 -0.837 0.44 0.16 0.11
H 4.056 0.311 -0.452 -0.08 -0.04 -0.08
H 3.616 2.015 -0.683 0.01 -0.02 -0.11
H 3.624 1.913 2.950 0.10 0.07 0.14
H 4.489 2.551 1.545 0.10 0.05 0.06
H 4.811 0.895 2.090 0.04 -0.03 0.07
```
Positions in Å, forces in eV/Å.

Results
**Charge**: +1
**LUMO energy (spin up / spin down)**: -2.36 / -3.07 eV
**Kohn-Sham gap (spin up / spin down)**: 7.3 / 7.1 eV
**E_HOMO (spin up / spin down)**: -9.65 / -10.21 eV
**2S+1**: 5